This record from the OMol25 dataset describes a structure of composition C30H31N3O3 at a distorted geometry. The level of theory is wB97M-V/def2-TZVPD.

Geometry as XYZ:
```
67
Properties=species:S:1:pos:R:3
C -0.37 2.87 6.08
O 0.20 1.58 5.79
C -0.28 0.86 4.73
C 0.38 -0.34 4.34
C -0.01 -0.99 3.18
C -1.26 -0.67 2.53
O -1.97 -1.43 1.73
C -1.79 0.62 2.87
C -1.44 1.28 4.04
H 0.33 3.33 6.79
H -0.46 3.52 5.18
H -1.37 2.79 6.55
H 1.16 -0.76 4.98
H 0.56 -1.81 2.75
H -2.54 1.02 2.18
H -2.04 2.12 4.38
C 1.86 0.89 -4.84
N 1.65 0.69 -3.43
C 2.29 1.45 -2.49
O 3.17 2.28 -2.69
C 1.75 1.02 -1.12
C 1.03 2.08 -0.29
C 2.00 3.16 0.12
C 1.78 4.48 -0.28
C 2.77 5.44 -0.06
C 3.94 5.09 0.62
C 4.14 3.78 1.06
C 3.16 2.81 0.83
N 0.86 -0.07 -1.48
C 0.25 -0.78 -0.51
C -0.73 -1.69 -0.69
C -1.34 -2.48 0.34
C -2.45 -3.39 -0.15
C -3.14 -4.10 0.83
C -3.94 -5.19 0.54
C -4.08 -5.57 -0.80
C -4.82 -6.74 -1.18
N -5.43 -7.64 -1.60
C -3.52 -4.80 -1.82
C -2.75 -3.68 -1.51
C 0.71 -0.29 -2.92
C -0.70 0.03 -3.45
C 1.06 -1.70 -3.42
H 2.56 1.70 -5.01
H 2.25 -0.02 -5.30
H 0.91 1.13 -5.34
H 2.61 0.63 -0.53
H 0.19 2.50 -0.87
H 0.60 1.60 0.61
H 0.86 4.71 -0.82
H 2.62 6.45 -0.43
H 4.71 5.84 0.81
H 5.06 3.49 1.57
H 3.30 1.77 1.14
H 0.60 -0.52 0.49
H -1.13 -1.73 -1.73
H -0.70 -3.00 1.15
H -3.00 -3.74 1.86
H -4.37 -5.77 1.35
H -3.62 -5.14 -2.87
H -2.37 -3.11 -2.36
H -0.94 1.09 -3.29
H -0.72 -0.21 -4.52
H -1.45 -0.58 -2.95
H 2.13 -1.90 -3.34
H 0.50 -2.45 -2.86
H 0.77 -1.79 -4.48
```

- Kohn-Sham gap (eV) = 6.50
- LUMO energy (eV) = -0.61